C10H17N | wB97M-V/def2-TZVPD

ORCA input file:
```
! RIJCOSX wB97M-V def2-TZVPD def2/J DEFGRID3
* xyz 0 1
C -3.46054 0.46726 -0.85985
C -2.15149 0.13731 -0.69000
C -1.28717 0.09979 -1.85088
C -1.97089 -0.04169 -3.09743
C -3.23859 0.27067 -3.13252
C 0.85459 -2.40344 0.12242
C 1.11300 -1.47951 1.31648
C 1.55671 -0.04028 0.93857
C 2.10582 0.88489 2.12228
C 2.49149 2.35933 2.01548
H -4.19746 0.62862 -0.09187
H -1.65761 -0.27274 0.30521
H -0.10930 0.05055 -1.79401
H -1.42760 -0.08809 -3.97841
H -3.63086 0.52393 -4.20021
H 0.26847 -1.97527 -0.77906
H 1.77306 -2.73087 -0.31865
H 0.21641 -3.36948 0.41345
H 1.80010 -1.99623 1.89986
H 0.21124 -1.31305 1.84539
H 2.19428 -0.32112 0.02388
H 0.68184 0.35531 0.34865
H 2.86832 0.33831 2.64644
H 1.29496 0.91966 2.96911
H 1.64866 3.00893 1.73502
H 2.77394 2.87244 2.94061
H 3.20017 2.49794 1.19456
N -3.92158 0.61680 -2.04452
*
```

- relative energy (zero: lowest compared OMol25 entry of this formula, charge and spin) (kcal per mole) = 92.5
- HOMO level (eV) = -9.36
- Kohn-Sham gap (eV) = 10.054
- DFT total energy (eV) = -12133.0103
- lowest unoccupied orbital energy (eV) = 0.70
- SMILES = c1ccncc1.CCCCC

***

C10H17N2O2 | wB97M-V/def2-TZVPD

ORCA input file:
```
! RIJCOSX wB97M-V def2-TZVPD def2/J DEFGRID3
* xyz 1 3
C 2.42996 2.26190 1.63834
C 1.83581 0.89128 1.35094
C 0.99642 2.33728 -0.67611
C -1.18934 -0.82412 -0.56535
C -1.73434 -0.87791 0.67281
C -0.06918 -1.50937 -1.16851
C -3.03255 -0.17746 0.93534
C -1.21220 -1.41276 1.88730
C 0.68616 -2.66233 -0.64300
C 0.16191 -1.22131 -2.55929
N 1.36112 3.60104 -0.94172
N 1.56094 1.87713 0.52928
O 1.65851 -0.28988 1.61948
O 0.26340 1.65423 -1.36669
H 3.39537 2.32254 1.28042
H 1.93651 2.95103 2.30895
H -1.50147 -0.06796 -1.23090
H -3.39385 -0.37506 1.93581
H -3.91726 -0.37331 0.38174
H -2.84100 0.90064 0.97684
H -0.28389 -1.83850 1.90088
H -1.92636 -2.18272 2.23303
H -1.40241 -0.61188 2.58752
H 1.75479 -2.61182 -0.83880
H 0.29743 -3.43081 -1.26425
H 0.36344 -2.92518 0.42019
H 1.16616 -1.45896 -2.92978
H 0.10616 -0.09711 -2.75053
H -0.69461 -1.59293 -3.08241
H 2.37829 3.81076 -0.88532
H 0.84609 3.93355 -1.75623
*
```

- relative energy (zero: lowest compared OMol25 entry of this formula, charge and spin) (kcal per mole) = 0.0
- HOMO level (alpha / beta) (eV) = -11.06 / -13.39
- Kohn-Sham gap (alpha / beta) (eV) = 8.629 / 5.937
- DFT total energy (eV) = -17708.7038
- lowest unoccupied orbital energy (alpha / beta) (eV) = -2.43 / -7.45

***

C10H17N2O3 | wB97M-V/def2-TZVPD

ORCA input file:
```
! RIJCOSX wB97M-V def2-TZVPD def2/J DEFGRID3
* xyz -1 1
C 0.17626 -1.70377 0.93743
C 3.00780 0.15401 -0.47295
C -0.47560 -1.82753 -2.08776
C -1.76850 -1.52575 -1.36185
C -0.72437 -0.42919 -1.45120
C 0.29676 1.22026 1.96010
C -0.52680 2.39247 -0.14208
C -1.87349 0.75030 0.97459
C 0.24853 0.00249 -0.26399
C -0.42121 1.11820 0.60670
N 1.36083 -2.25085 0.78888
N 1.57225 0.33367 -0.83959
O 3.75372 1.01505 -0.90575
O -0.82735 -2.01886 1.45192
O 3.21841 -0.73597 0.34762
H 0.23704 -2.52507 -1.63883
H -0.36536 -1.79412 -3.20279
H -2.79471 -1.52111 -1.85011
H -1.86860 -1.97684 -0.39920
H -0.83097 0.35553 -2.13909
H 1.44082 1.24009 1.83917
H -0.02209 0.51760 2.64769
H 0.15030 2.22547 2.38001
H -1.07118 3.26922 0.44510
H -1.05181 2.32623 -1.13573
H 0.57650 2.78256 -0.27785
H -2.53249 0.82127 0.09530
H -2.25823 1.58104 1.62931
H -1.91697 -0.12778 1.60561
H 2.27660 -1.71644 0.59226
H 1.53426 -3.05100 1.29163
H 1.47966 1.09881 -1.42454
*
```

- relative energy (zero: lowest compared OMol25 entry of this formula, charge and spin) (kcal per mole) = 0.0
- HOMO level (eV) = -4.75
- Kohn-Sham gap (eV) = 8.138
- DFT total energy (eV) = -19767.8954
- lowest unoccupied orbital energy (eV) = 3.39

***

C10H17N2P | wB97M-V/def2-TZVPD

ORCA input file:
```
! RIJCOSX wB97M-V def2-TZVPD def2/J DEFGRID3
* xyz 0 1
C -1.31215 -0.34594 1.86009
C -1.90661 -1.27057 1.05256
C -1.21543 0.98603 1.38259
C -2.12339 -0.91601 -0.31477
C -1.86820 0.34072 -0.83205
C 3.65516 -0.23461 -0.23595
C 2.68345 0.75132 -0.87915
C -1.50347 1.32439 0.07723
C -2.30658 -2.03820 -1.31781
C -1.45403 2.72639 -0.48209
N 2.82448 -1.23826 0.47323
N 1.45498 0.80622 -0.07864
P 1.34513 -0.54728 0.69669
H -1.12704 -0.72907 2.85726
H -1.89731 -2.26821 1.38331
H -0.76109 1.74917 1.98985
H 0.97616 -0.33924 2.04675
H -2.39181 0.57047 -1.83373
H 4.33579 -0.81102 -0.91946
H 4.35578 0.26896 0.35390
H 3.04292 1.81926 -0.84950
H 2.48970 0.49881 -1.92748
H -1.32301 -2.36798 -1.63649
H -2.68222 -1.59547 -2.16124
H -2.77970 -2.90048 -0.68192
H -0.37493 2.84748 -0.60029
H -1.66582 3.57662 0.25300
H -2.02260 2.62381 -1.37721
H 3.19246 -1.58241 1.28939
H 0.35938 -1.70488 0.41191
*
```

- relative energy (zero: lowest compared OMol25 entry of this formula, charge and spin) (kcal per mole) = 69.6
- HOMO level (eV) = -7.99
- Kohn-Sham gap (eV) = 8.760
- DFT total energy (eV) = -22911.5500
- lowest unoccupied orbital energy (eV) = 0.77